Record 1
{
  "formula": "C3H2N2O",
  "method": "wB97M-V/def2-TZVPD",
  "symbols": ["C", "C", "C", "N", "N", "O", "H", "H"],
  "positions_angstrom": [[0.91, -1.27, 0.58], [2.15, -0.74, 0.07], [-0.01, -0.36, -0.06], [1.13, -0.73, -0.84], [2.96, 0.18, 0.07], [4.11, 0.55, 0.08], [-0.94, -0.61, -0.33], [-0.07, 0.70, 0.23]],
  "nbo_charge": [0.12, 0.22, -0.25, -0.31, 0.06, -0.25, 0.21, 0.18],
  "e_homo_ev": [-8.279, -9.417],
  "multiplicity": 3,
  "orbital_gap_ev": [8.50, 7.50],
  "lumo_energy_ev": [0.2165, -1.9129],
  "s_squared": 2.01
}

=====

Record 2
{
  "formula": "C3H2N2O2",
  "method": "wB97M-V/def2-TZVPD",
  "symbols": ["C", "C", "C", "N", "N", "O", "O", "H", "H"],
  "positions_angstrom": [[-0.52, -0.60, -0.07], [-0.26, 0.82, 0.19], [-2.87, -0.51, 0.02], [-1.76, -1.05, -0.17], [-1.24, 1.66, -0.02], [-4.03, -0.53, 0.19], [-2.47, 1.31, -0.19], [0.32, -1.37, -0.41], [0.76, 1.34, 0.34]],
  "nbo_charge": [0.17, -0.19, 0.91, -0.56, 0.05, -0.45, -0.38, 0.23, 0.24],
  "e_homo_ev": [-9.348, -9.347],
  "orbital_gap_ev": [7.98, 7.98],
  "lumo_energy_ev": [-1.3670, -1.3669]
}

=====

Record 3
{
  "formula": "C3H2N2O2",
  "method": "wB97M-V/def2-TZVPD",
  "symbols": ["H", "N", "C", "C", "N", "O", "C", "O", "H"],
  "positions_angstrom": [[1.97, 1.90, 0.16], [1.70, 1.26, -0.58], [0.70, 0.53, -0.33], [0.14, -0.43, -1.27], [-0.60, -1.24, -1.61], [-0.10, 0.49, 0.78], [-1.04, -0.58, 0.90], [-2.20, -0.37, 0.97], [-0.57, -1.57, 0.98]],
  "nbo_charge": [0.37, -0.59, 0.46, 0.20, -0.25, -0.53, 0.65, -0.47, 0.15],
  "e_homo_ev": -11.610,
  "orbital_gap_ev": 11.53,
  "smiles": "[H]/N=C(/C#N)OC=O",
  "lumo_energy_ev": -0.0805
}

=====

Record 4
{
  "formula": "C3H2N2O2",
  "method": "wB97M-V/def2-TZVPD",
  "symbols": ["O", "C", "C", "N", "C", "N", "O", "H", "H"],
  "positions_angstrom": [[-1.45, -0.55, 1.93], [-0.58, -0.24, 1.08], [-0.58, -0.88, -0.20], [-0.10, -0.24, -1.27], [0.97, 0.77, -0.88], [1.24, 1.17, 0.28], [0.54, 0.58, 1.32], [-1.35, -1.65, -0.51], [1.32, 1.05, -1.76]],
  "nbo_charge": [-0.51, 0.67, 0.00, -0.36, 0.16, -0.06, -0.33, 0.23, 0.20],
  "e_homo_ev": -10.606,
  "orbital_gap_ev": 9.34,
  "smiles": "O=c1cncno1",
  "lumo_energy_ev": -1.2649
}

=====

Record 5
{
  "formula": "C3H2N2O2",
  "method": "wB97M-V/def2-TZVPD",
  "symbols": ["C", "C", "C", "N", "N", "O", "O", "H", "H"],
  "positions_angstrom": [[-0.13, -0.15, 1.16], [-0.24, -1.15, 0.23], [-0.02, 1.71, -0.42], [-0.34, 0.96, 0.53], [0.39, -0.83, -0.87], [0.93, 0.01, -1.50], [-0.44, 2.31, -1.36], [0.38, -0.64, 2.02], [-0.53, -2.23, 0.21]],
  "nbo_charge": [-0.04, -0.15, 0.81, -0.51, 0.16, -0.26, -0.48, 0.23, 0.24],
  "e_homo_ev": [-7.756, -9.923],
  "multiplicity": 3,
  "orbital_gap_ev": [8.09, 8.38],
  "lumo_energy_ev": [0.3300, -1.5449],
  "s_squared": 2.06
}

=====

Record 6
{
  "formula": "C3H2N2O3",
  "method": "wB97M-V/def2-TZVPD",
  "symbols": ["O", "C", "C", "N", "O", "C", "N", "O", "H", "H"],
  "positions_angstrom": [[-2.77, -0.46, -0.16], [-1.99, 0.39, 0.07], [-0.59, 0.19, 0.02], [0.26, 1.16, -0.05], [1.58, 0.88, 0.02], [1.86, -0.44, -0.14], [1.05, -1.42, 0.01], [-0.30, -1.11, 0.14], [-2.07, 1.44, 0.24], [2.99, -0.64, -0.13]],
  "nbo_charge": [-0.43, 0.37, 0.36, -0.14, -0.33, 0.32, -0.16, -0.32, 0.13, 0.22],
  "e_homo_ev": -9.728,
  "orbital_gap_ev": 8.93,
  "smiles": "O=CC1=NOC=NO1",
  "lumo_energy_ev": -0.7977
}

=====

Record 7
{
  "formula": "C3H2N2O3",
  "method": "wB97M-V/def2-TZVPD",
  "symbols": ["O", "C", "C", "N", "C", "O", "O", "N", "H", "H"],
  "positions_angstrom": [[0.71, -2.07, -1.47], [0.98, -0.94, -1.31], [0.03, -0.15, -0.42], [0.02, 1.16, -0.37], [-0.58, 1.60, 0.79], [-0.52, 2.68, 1.33], [-0.93, 0.30, 1.60], [-0.45, -0.62, 0.74], [1.85, -0.50, -1.86], [-1.10, -1.47, 0.97]],
  "nbo_charge": [-0.46, 0.39, 0.30, -0.53, 0.81, -0.53, -0.35, -0.25, 0.17, 0.43],
  "e_homo_ev": -10.017,
  "orbital_gap_ev": 8.99,
  "smiles": "O=Cc1nc(=O)o[nH]1",
  "lumo_energy_ev": -1.0264
}

=====

Record 8
{
  "formula": "C3H2N2OS",
  "method": "wB97M-V/def2-TZVPD",
  "symbols": ["S", "C", "C", "C", "N", "O", "N", "H", "H"],
  "positions_angstrom": [[-2.98, -0.62, -0.15], [-1.53, 0.11, 0.16], [-0.11, -0.26, 0.11], [1.05, 0.66, -0.02], [2.13, -0.14, -0.17], [1.74, -1.31, -0.13], [0.32, -1.44, 0.19], [-1.56, 1.27, 0.34], [0.95, 1.72, -0.35]],
  "nbo_charge": [0.16, -0.30, 0.01, -0.12, 0.00, -0.11, -0.07, 0.20, 0.24],
  "e_homo_ev": -9.482,
  "orbital_gap_ev": 7.92,
  "smiles": "S=Cc1cnon1",
  "lumo_energy_ev": -1.5591
}

=====

So what do the calculations give for energy above the lowest of the compared OMol25 structures with the same formula, charge and spin? Going down the list: 124.9, 77.9, 34.4, 76.2, 69.9, 142.6, 93.1, 84.0 kcal per mole.